No. 1
Molecular formula: C30H52BrMnN3OP2
Method: DFT, ωB97M-V/def2-TZVPD

CARTESIAN COORDINATES (ANGSTROEM)
1 N 3.435 -8.160 2.490
2 C 3.861 -7.061 3.112
3 C 3.554 -5.772 2.660
4 C 2.647 -5.593 1.580
5 C 2.188 -6.781 0.965
6 C 2.648 -8.027 1.424
7 C 2.142 -4.284 1.162
8 Mn 0.513 -1.256 0.230
9 P -4.533 1.488 -0.047
10 C 1.036 -4.092 0.359
11 C -0.141 -3.345 0.764
12 C -1.462 -3.695 0.328
13 C -2.563 -3.385 1.119
14 C -2.461 -2.382 2.094
15 C -1.211 -1.913 2.489
16 C -0.030 -2.472 1.949
17 Br -3.926 -1.475 2.710
18 H 2.719 -3.423 1.511
19 H 0.896 -4.740 -0.522
20 H 4.024 -4.942 3.178
21 H 1.487 -6.742 0.138
22 H 4.484 -7.225 3.988
23 H 2.355 -8.940 0.904
24 H -1.548 -4.319 -0.570
25 H 0.886 -2.443 2.569
26 H -3.534 -3.870 1.017
27 H -1.160 -1.128 3.238
28 P -0.017 -1.012 -2.373
29 C -4.792 1.620 1.761
30 C -6.216 1.324 2.248
31 H -4.486 2.641 2.039
32 H -4.091 0.914 2.234
33 H -6.262 1.324 3.345
34 H -6.911 2.095 1.896
35 H -6.576 0.350 1.900
36 C -4.577 -0.313 -0.341
37 C -5.527 -0.644 -1.499
38 H -4.844 -0.858 0.585
39 H -3.541 -0.594 -0.565
40 H -5.504 -1.720 -1.730
41 H -6.570 -0.359 -1.275
42 H -5.208 -0.089 -2.396
43 C -2.843 2.115 -0.297
44 C -2.805 3.621 -0.577
45 H -2.420 1.541 -1.124
46 H -2.271 1.870 0.607
47 H -1.951 3.860 -1.231
48 H -3.724 3.940 -1.090
49 H -2.686 4.202 0.346
50 C 0.284 0.456 -3.441
51 C 1.081 0.165 -4.705
52 H 0.763 1.225 -2.826
53 H -0.704 0.855 -3.715
54 H 2.141 -0.015 -4.492
55 H 0.709 -0.715 -5.239
56 H 1.024 1.008 -5.402
57 C -1.458 -1.657 -3.291
58 C -1.713 -3.127 -3.064
59 H -1.272 -1.457 -4.353
60 H -2.332 -1.058 -2.998
61 H -0.832 -3.732 -3.303
62 H -1.975 -3.324 -2.027
63 H -2.538 -3.472 -3.692
64 C 1.301 -2.208 -2.899
65 C 2.590 -1.774 -2.224
66 H 1.380 -2.264 -3.991
67 H 1.008 -3.212 -2.566
68 H 3.187 -2.642 -1.944
69 H 3.208 -1.139 -2.871
70 H 2.435 -1.193 -1.297
71 C -0.082 2.240 2.262
72 N 1.142 2.736 1.664
73 C 1.907 3.688 2.466
74 C 1.680 2.020 0.623
75 O 1.336 0.824 0.386
76 N 2.577 2.669 -0.179
77 C 2.662 4.125 -0.256
78 C 3.237 1.961 -1.271
79 H -0.334 2.905 3.087
80 H 0.032 1.208 2.631
81 H -0.885 2.273 1.516
82 H 2.991 3.492 2.422
83 H 1.705 4.729 2.166
84 H 1.560 3.563 3.500
85 H 3.439 4.530 0.406
86 H 2.932 4.386 -1.282
87 H 1.711 4.613 -0.023
88 H 3.894 1.160 -0.894
89 H 2.513 1.520 -1.987
90 H 3.840 2.715 -1.797

The value obtained for the relative energy (zero: lowest compared OMol25 entry of this formula, charge and spin) is 12.07 kcal/mol. Its net charge is +2. Its gap between HOMO and LUMO (alpha / beta) is 4.98 / 4.52 eV. As for the spin multiplicity: 6. The calculated total energy comes out at -5820.920934 Ha. The calculation puts the largest force on an atom at 2.8 eV/A. The calculation puts the molar mass at 667.56 g/mol.

=====

No. 2
Molecular formula: C8H12
Method: DFT, ωB97M-V/def2-TZVPD

CARTESIAN COORDINATES (ANGSTROEM)
1 C 0.456 0.517 0.909
2 C 0.563 -0.674 1.811
3 C 0.073 -1.391 0.593
4 C 1.540 0.986 0.169
5 C -0.876 1.151 0.751
6 C -1.652 0.621 -0.200
7 C -1.038 -0.445 -1.020
8 C -0.030 -0.032 -1.979
9 H 1.582 -0.894 2.120
10 H -0.134 -0.667 2.645
11 H 0.838 -1.884 0.006
12 H -0.813 -1.987 0.766
13 H -1.165 1.984 1.382
14 H -2.673 0.945 -0.378
15 H -1.646 -1.309 -1.268
16 H 1.478 1.972 -0.270
17 H 0.917 0.345 -1.313
18 H 2.542 0.667 0.437
19 H -0.240 0.906 -2.492
20 H 0.278 -0.812 -2.671

The value obtained for the relative energy (zero: lowest compared OMol25 entry of this formula, charge and spin) is 85.22 kcal/mol. Its net charge is 0. Its gap between HOMO and LUMO is 8.94 eV. The calculated total energy comes out at -311.850587 Ha. The calculation puts the largest force on an atom at 2.6 eV/A. The calculation puts the molar mass at 108.18 g/mol.

=====

No. 3
Molecular formula: C16H21MoNO6S4
Method: DFT, ωB97M-V/def2-TZVPD

CARTESIAN COORDINATES (ANGSTROEM)
1 Mo -0.198 0.367 -0.100
2 C -2.800 2.116 0.960
3 C -2.475 1.309 2.228
4 O -1.210 1.692 2.735
5 C -0.209 0.726 2.705
6 C 1.139 1.433 2.737
7 O 1.176 2.230 1.572
8 C 2.369 2.227 0.812
9 C 2.004 2.919 -0.498
10 O 0.918 2.226 -1.105
11 C -0.174 3.037 -1.495
12 C -1.146 3.255 -0.336
13 O -1.792 2.018 -0.050
14 H -2.927 3.165 1.238
15 H -3.735 1.739 0.531
16 H -2.518 0.232 2.022
17 H -3.230 1.544 2.987
18 H -0.239 0.150 1.713
19 H -0.317 -0.004 3.520
20 H 1.945 0.691 2.739
21 H 1.216 2.075 3.621
22 H 2.696 1.194 0.611
23 H 3.163 2.783 1.325
24 H 2.860 2.907 -1.184
25 H 1.714 3.953 -0.283
26 H -0.684 2.500 -2.309
27 H 0.180 4.003 -1.877
28 H -1.901 3.994 -0.633
29 H -0.601 3.610 0.553
30 O -3.511 -4.185 -4.105
31 C -2.894 -3.448 -3.409
32 S -1.813 -2.180 -4.031
33 C -1.372 -1.520 -2.471
34 C -1.886 -2.122 -1.370
35 S -1.594 -1.583 0.247
36 S -2.932 -3.505 -1.630
37 S -0.323 -0.155 -2.446
38 O 1.609 -0.880 0.092
39 N 1.635 -2.154 -0.208
40 C 1.183 -3.055 0.681
41 C 1.294 -4.407 0.436
42 C 1.887 -4.844 -0.738
43 C 2.325 -3.894 -1.653
44 C 2.175 -2.554 -1.368
45 H 0.766 -2.653 1.595
46 H 0.925 -5.104 1.169
47 H 2.018 -5.898 -0.922
48 H 2.798 -4.190 -2.575
49 H 2.485 -1.762 -2.035

The value obtained for the relative energy (zero: lowest compared OMol25 entry of this formula, charge and spin) is 21.01 kcal/mol. Its net charge is +1. Its gap between HOMO and LUMO (alpha / beta) is 5.83 / 7.04 eV. As for the spin multiplicity: 2. The calculated total energy comes out at -2789.102466 Ha. The calculation puts the largest force on an atom at 3.2 eV/A. The calculation puts the molar mass at 547.55 g/mol.

=====

No. 4
Molecular formula: C6H10
Method: DFT, ωB97M-V/def2-TZVPD

CARTESIAN COORDINATES (ANGSTROEM)
1 C -1.937 0.590 -2.068
2 C -0.418 0.393 -2.043
3 C 0.132 0.438 -0.682
4 C 0.559 0.482 0.445
5 C 1.087 0.491 1.815
6 C 1.042 -0.896 2.466
7 H -2.439 -0.194 -1.491
8 H -2.208 1.556 -1.630
9 H -2.314 0.557 -3.095
10 H -0.159 -0.570 -2.502
11 H 0.067 1.164 -2.654
12 H 0.514 1.204 2.421
13 H 2.120 0.860 1.800
14 H 1.632 -1.613 1.888
15 H 1.443 -0.858 3.484
16 H 0.014 -1.267 2.515

As for the SMILES: CCC#CCC. The value obtained for the relative energy (zero: lowest compared OMol25 entry of this formula, charge and spin) is 28.34 kcal/mol. Its net charge is 0. Its gap between HOMO and LUMO is 10.45 eV. The calculated total energy comes out at -234.557341 Ha. The calculation puts the largest force on an atom at 0.5 eV/A. The calculation puts the molar mass at 82.15 g/mol.

=====

No. 5
Molecular formula: C12H32BrMgNOSbSi
Method: DFT, ωB97M-V/def2-TZVPD

CARTESIAN COORDINATES (ANGSTROEM)
1 C 4.767 -0.978 3.298
2 Si 3.751 0.609 2.903
3 C 4.276 2.127 4.030
4 C 4.112 1.028 1.020
5 Sb 1.274 0.372 3.125
6 H 4.542 -1.888 2.576
7 H 4.714 -1.286 4.431
8 H 5.911 -0.702 3.096
9 H 3.307 2.487 4.608
10 H 4.582 2.973 3.272
11 H 5.155 1.851 4.770
12 H 3.132 1.158 0.387
13 H 4.783 2.010 1.060
14 H 4.774 0.158 0.578
15 H 1.292 1.394 4.538
16 H 1.386 -1.007 4.203
17 H 1.237 -0.708 1.726
18 H 1.120 1.787 2.061
19 H -0.470 0.345 3.205
20 C -3.972 -0.981 -3.057
21 C -2.511 -0.514 -3.304
22 C -1.552 -1.717 -3.114
23 C -1.408 -2.129 -1.652
24 C -0.985 -0.946 -0.791
25 C -1.866 0.321 -0.970
26 N -2.169 0.641 -2.406
27 O -1.033 1.272 -2.946
28 C -3.198 0.161 -0.192
29 C -1.151 1.494 -0.214
30 C -2.517 -0.118 -4.817
31 H -4.323 -1.627 -3.871
32 H -4.098 -1.577 -2.154
33 H -4.658 -0.126 -3.007
34 H -0.557 -1.472 -3.509
35 H -1.905 -2.579 -3.694
36 H -2.340 -2.560 -1.275
37 H -0.653 -2.923 -1.573
38 H -0.986 -1.258 0.262
39 H 0.058 -0.707 -1.035
40 H -3.878 0.998 -0.401
41 H -3.025 0.156 0.892
42 H -3.723 -0.767 -0.401
43 H -0.124 1.654 -0.564
44 H -1.074 1.282 0.859
45 H -1.704 2.435 -0.325
46 H -3.197 0.723 -5.000
47 H -2.855 -0.955 -5.441
48 H -1.524 0.155 -5.191
49 Mg -1.558 2.328 4.043
50 Br 0.842 -2.392 -0.040

Its net charge is +1. Its gap between HOMO and LUMO is 3.89 eV. The calculated total energy comes out at -3909.472516 Ha. The calculation puts the largest force on an atom at 9.0 eV/A. The calculation puts the molar mass at 460.45 g/mol.

=====

No. 6
Molecular formula: C4H8N2O
Method: DFT, ωB97M-V/def2-TZVPD

CARTESIAN COORDINATES (ANGSTROEM)
1 C 1.830 -0.778 0.370
2 C 0.481 1.252 -0.324
3 C 0.522 -0.256 -0.158
4 C -1.734 -0.428 0.291
5 O -2.867 0.270 0.519
6 N -0.141 -1.069 -0.996
7 N -1.428 -0.831 -0.944
8 H -3.181 0.641 -0.317
9 H -1.459 -1.002 1.169
10 H 1.376 1.587 -0.856
11 H 2.645 -0.531 -0.317
12 H 2.062 -0.316 1.331
13 H 1.807 -1.860 0.482
14 H 0.471 1.745 0.649
15 H -0.385 1.575 -0.898

As for the SMILES: CC(C)=N/N=C/O. The value obtained for the relative energy (zero: lowest compared OMol25 entry of this formula, charge and spin) is 90.05 kcal/mol. Its net charge is 0. Its gap between HOMO and LUMO is 9.17 eV. The calculated total energy comes out at -341.860139 Ha. The calculation puts the largest force on an atom at 2.1 eV/A. The calculation puts the molar mass at 100.12 g/mol.